(1)
Formula: C34H64AsN3OP2RbSSi
Source: OMol25
Level of theory: the ωB97M-V functional and the def2-TZVPD basis

Values from the calculation:
**Frontier orbital gap**: 5.44 eV
**E_tot**: -141603.8653 eV
**Net charge**: -1
**Lowest unoccupied orbital energy**: 1.878 eV

Each line ends with the Mulliken charge.
Cartesian coordinates (Å):
Rb -0.540 0.449 -0.167  0.6695
C 1.837 1.801 -5.242  -1.6650
C 1.027 1.769 -3.949  0.5871
C 1.276 3.059 -3.164  -1.5175
P 1.242 0.379 -2.687  0.1331
C 0.727 -1.211 -3.566  0.9712
C 1.328 -2.350 -2.749  -1.2397
C 0.937 -1.441 -5.059  -1.6801
C 3.046 0.232 -2.477  0.4754
C 3.972 -0.091 -3.457  -0.3827
C 5.322 -0.175 -3.161  -0.9554
C 5.753 0.031 -1.855  -0.8943
C 4.854 0.340 -0.865  -0.0780
C 3.474 0.469 -1.142  -1.2085
N 2.558 0.716 -0.183  1.0844
C 2.752 1.652 0.748  -0.3328
C 3.577 2.784 0.493  -0.6043
C 3.644 3.864 1.330  -0.8762
C 2.876 3.900 2.491  -1.0149
C 2.096 2.804 2.791  -1.1863
C 2.056 1.662 1.991  0.7799
P 0.877 0.437 2.658  1.5503
C 1.709 -0.025 4.308  0.2997
C 0.962 0.599 5.487  -1.4264
C 3.200 0.277 4.390  -1.5668
C 1.075 -1.202 1.766  4.2761
C -0.059 -2.098 2.270  -0.8730
C 2.423 -1.907 1.835  -1.7265
H 1.518 2.661 -5.837  0.4802
H 1.686 0.910 -5.842  0.3142
H 2.899 1.907 -5.032  0.2890
H -0.043 1.715 -4.200  0.4864
H 2.321 3.115 -2.863  0.2362
H 0.662 3.093 -2.262  0.1744
H 1.042 3.935 -3.769  0.5267
H -0.358 -1.230 -3.391  0.2222
H 2.407 -2.403 -2.887  0.3786
H 0.885 -3.300 -3.040  0.4599
H 1.113 -2.202 -1.692  -0.2413
H 1.975 -1.328 -5.357  0.1814
H 0.316 -0.768 -5.646  0.3995
H 0.630 -2.462 -5.287  0.4743
H 3.645 -0.279 -4.472  0.1731
H 6.040 -0.399 -3.940  0.4264
H 6.806 -0.054 -1.615  0.3630
H 5.189 0.487 0.155  0.4723
H 4.139 2.784 -0.432  0.3450
H 4.287 4.701 1.080  0.3750
H 2.892 4.765 3.141  0.4184
H 1.499 2.811 3.699  0.1352
H 1.566 -1.109 4.389  0.4045
H 1.109 1.676 5.524  0.2521
H 1.320 0.182 6.430  0.4506
H -0.106 0.399 5.408  0.2960
H 3.374 1.349 4.449  0.3935
H 3.718 -0.096 3.512  0.2567
H 3.632 -0.192 5.275  0.4473
H 0.889 -0.982 0.712  -3.3852
H 0.090 -2.359 3.317  0.4515
H -0.114 -3.013 1.687  -0.1394
H -1.019 -1.583 2.180  0.0253
H 2.695 -2.179 2.853  0.3405
H 3.198 -1.272 1.411  0.2804
H 2.375 -2.822 1.244  0.3617
C -2.086 -4.705 -2.583  -1.2308
Si -1.664 -3.969 -0.852  0.7996
C -0.137 -4.970 -0.246  -1.2948
C -3.122 -4.589 0.248  -1.2619
O -1.513 -2.414 -0.795  -0.2507
H -2.247 -5.778 -2.532  0.3562
H -1.288 -4.533 -3.299  0.2465
H -2.989 -4.267 -3.000  0.3216
H 0.001 -5.891 -0.806  0.4283
H -0.228 -5.243 0.802  0.3976
H 0.775 -4.390 -0.355  0.2070
H -3.131 -5.672 0.329  0.3807
H -4.084 -4.288 -0.162  0.2723
H -3.057 -4.183 1.255  0.2765
N -5.375 0.300 -1.749  -0.3925
C -4.037 0.001 -1.835  0.4740
N -3.678 -1.251 -1.609  0.0153
S -3.001 1.234 -2.242  -0.2646
H -6.050 -0.448 -1.804  0.1964
H -5.650 1.195 -2.119  0.2342
H -4.394 -1.911 -1.351  0.1745
H -2.700 -1.624 -1.378  -0.1266
C -4.922 -0.775 2.277  -1.1283
C -4.994 0.654 1.763  -0.9692
As -3.201 1.429 1.403  0.4509
C -3.961 3.200 0.940  -0.9617
C -2.970 4.065 0.174  -0.9250
C -2.801 1.818 3.313  -0.7414
C -1.833 2.973 3.524  -1.0389
H -5.919 -1.187 2.445  0.3804
H -4.367 -0.817 3.214  0.2883
H -4.400 -1.403 1.555  0.1695
H -5.508 1.301 2.487  0.5597
H -5.562 0.681 0.829  0.4123
H -4.298 3.690 1.862  0.5157
H -4.844 3.038 0.314  0.5081
H -2.042 4.195 0.732  0.2218
H -3.395 5.044 -0.044  0.4007
H -2.738 3.580 -0.775  0.1091
H -2.363 0.908 3.737  0.2755
H -3.738 2.025 3.846  0.6167
H -0.902 2.800 2.981  0.0217
H -1.600 3.073 4.585  0.3762
H -2.262 3.916 3.183  0.3756

(2)
Formula: C10H26FO8S2Zn
Source: OMol25
Level of theory: the ωB97M-V functional and the def2-TZVPD basis

Values from the calculation:
**Frontier orbital gap**: 6.42 eV
**Energy relative to the best compared isomer or geometry (same formula, charge and spin)**: 325.5 kJ/mol
**E_tot**: -99975.5304 eV
**Net charge**: -1
**Lowest unoccupied orbital energy**: 2.360 eV

Each line ends with the natural charge from an NBO analysis.
Cartesian coordinates (Å):
Zn -0.347 0.449 -0.582  1.7458
C 2.647 -1.203 0.820  -0.6212
C 1.367 -1.202 1.594  -0.0348
O 0.177 -0.965 0.816  -1.0312
H 2.904 -0.286 0.289  0.1960
H 2.718 -2.143 0.272  0.1781
H 3.447 -1.243 1.559  0.1792
H 1.551 -0.367 2.271  0.0962
H 1.469 -2.046 2.276  0.1309
C -3.908 -1.593 -1.132  -0.6201
C -3.361 -0.243 -1.555  -0.0149
O -2.346 0.310 -0.810  -1.0424
H -3.305 -2.489 -1.281  0.1776
H -4.783 -1.843 -1.732  0.1725
H -4.393 -1.539 -0.157  0.1889
H -4.229 0.416 -1.592  0.1113
H -3.114 -0.416 -2.602  0.1025
F 0.231 2.131 -1.639  -0.9146
O 1.000 -0.770 -4.840  -0.8937
S 0.914 -1.322 -3.481  2.3200
O 0.346 -0.516 -2.438  -0.9363
O 0.153 -2.805 -3.612  -0.7219
C -0.168 -3.576 -2.434  -0.0989
C 0.494 -4.906 -2.710  -0.6298
C 2.606 -1.980 -2.901  -0.8199
H -1.216 -3.872 -2.463  0.1923
H -0.072 -3.003 -1.512  0.2416
H 0.179 -5.312 -3.671  0.2150
H 0.168 -5.486 -1.846  0.2131
H 1.564 -4.921 -2.913  0.2005
H 3.012 -2.505 -3.765  0.2296
H 2.447 -2.621 -2.033  0.2429
H 3.191 -1.085 -2.691  0.2452
O -0.473 1.585 3.563  -0.9012
S -0.062 2.430 2.378  2.2760
O -0.431 1.927 1.027  -0.8929
O -0.710 3.973 2.576  -0.6930
C -0.807 4.553 3.818  -0.0587
C -1.269 6.081 3.737  -0.6229
C 1.722 2.699 2.390  -0.8679
H 0.119 4.414 4.376  0.1580
H -1.537 4.009 4.417  0.1819
H -1.134 6.641 4.662  0.2097
H -2.327 6.105 3.474  0.2182
H -0.593 6.488 2.985  0.2151
H 1.980 3.497 3.086  0.2359
H 2.023 2.813 1.348  0.2795
H 2.157 1.736 2.660  0.2628

(3)
Formula: C5H11NOS
Source: OMol25
Level of theory: the ωB97M-V functional and the def2-TZVPD basis

Values from the calculation:
**Frontier orbital gap**: 4.99 eV
**Energy relative to the best compared isomer or geometry (same formula, charge and spin)**: 58.6 kJ/mol
**SMILES**: CCN[C@H](C[O-])C[S-]
**E_tot**: -19733.3664 eV
**Net charge**: -2
**Lowest unoccupied orbital energy**: 6.034 eV

Each line ends with the natural charge from an NBO analysis.
Cartesian coordinates (Å):
C 1.124 -1.302 0.787  -0.2408
N 0.976 0.143 0.768  -0.6539
C 0.145 0.720 -0.325  -0.0983
C -1.299 0.258 -0.380  -0.5346
S -1.713 -1.447 -0.969  -0.8127
C 0.241 2.271 -0.138  -0.0081
O -0.411 3.055 -1.040  -0.9887
C 2.288 -1.693 1.662  -0.6041
H 1.252 -1.678 -0.236  0.1999
H 0.188 -1.826 1.046  0.1955
H 0.574 0.427 1.657  0.3284
H 0.631 0.429 -1.244  0.1670
H -1.785 0.367 0.598  0.1582
H -1.772 0.995 -1.021  0.2256
H 1.342 2.445 -0.129  0.0787
H -0.205 2.426 0.887  0.0476
H 2.399 -2.779 1.763  0.1756
H 3.219 -1.244 1.306  0.1895
H 2.130 -1.317 2.681  0.1750

Question: The highest lowest unoccupied orbital energy belongs to which entry?
Answer: C5H11NOS

Question: Which value of net charge does entry 3 give?
Answer: -2

Repeat the second record exactly.
Formula: C10H26FO8S2Zn
Source: OMol25
Level of theory: the ωB97M-V functional and the def2-TZVPD basis

Values from the calculation:
**Frontier orbital gap**: 6.42 eV
**Energy relative to the best compared isomer or geometry (same formula, charge and spin)**: 325.5 kJ/mol
**E_tot**: -99975.5304 eV
**Net charge**: -1
**Lowest unoccupied orbital energy**: 2.360 eV

Each line ends with the natural charge from an NBO analysis.
Cartesian coordinates (Å):
Zn -0.347 0.449 -0.582  1.7458
C 2.647 -1.203 0.820  -0.6212
C 1.367 -1.202 1.594  -0.0348
O 0.177 -0.965 0.816  -1.0312
H 2.904 -0.286 0.289  0.1960
H 2.718 -2.143 0.272  0.1781
H 3.447 -1.243 1.559  0.1792
H 1.551 -0.367 2.271  0.0962
H 1.469 -2.046 2.276  0.1309
C -3.908 -1.593 -1.132  -0.6201
C -3.361 -0.243 -1.555  -0.0149
O -2.346 0.310 -0.810  -1.0424
H -3.305 -2.489 -1.281  0.1776
H -4.783 -1.843 -1.732  0.1725
H -4.393 -1.539 -0.157  0.1889
H -4.229 0.416 -1.592  0.1113
H -3.114 -0.416 -2.602  0.1025
F 0.231 2.131 -1.639  -0.9146
O 1.000 -0.770 -4.840  -0.8937
S 0.914 -1.322 -3.481  2.3200
O 0.346 -0.516 -2.438  -0.9363
O 0.153 -2.805 -3.612  -0.7219
C -0.168 -3.576 -2.434  -0.0989
C 0.494 -4.906 -2.710  -0.6298
C 2.606 -1.980 -2.901  -0.8199
H -1.216 -3.872 -2.463  0.1923
H -0.072 -3.003 -1.512  0.2416
H 0.179 -5.312 -3.671  0.2150
H 0.168 -5.486 -1.846  0.2131
H 1.564 -4.921 -2.913  0.2005
H 3.012 -2.505 -3.765  0.2296
H 2.447 -2.621 -2.033  0.2429
H 3.191 -1.085 -2.691  0.2452
O -0.473 1.585 3.563  -0.9012
S -0.062 2.430 2.378  2.2760
O -0.431 1.927 1.027  -0.8929
O -0.710 3.973 2.576  -0.6930
C -0.807 4.553 3.818  -0.0587
C -1.269 6.081 3.737  -0.6229
C 1.722 2.699 2.390  -0.8679
H 0.119 4.414 4.376  0.1580
H -1.537 4.009 4.417  0.1819
H -1.134 6.641 4.662  0.2097
H -2.327 6.105 3.474  0.2182
H -0.593 6.488 2.985  0.2151
H 1.980 3.497 3.086  0.2359
H 2.023 2.813 1.348  0.2795
H 2.157 1.736 2.660  0.2628

Question: Which formula does entry 3 have?
Answer: C5H11NOS